Entry 1:
166
Properties=species:S:1:pos:R:3:forces:R:3 method="wB97M-V/def2-TZVPD" gap_ev=7.58 homo_ev=-7.3 smiles="CCP(CC)[C@](CC)(O[C@@H]([C@](CCCCS(=O)(=O)Cl)(CC(=O)I)O[C@@H](Cl)N=C=O)[Si](C)(C)C)P(N)O.C1CCOC1.C1CCOC1.C1CCOC1.C1CCOC1.C1CCOC1.C1CCOC1.C1CCOC1" e_lumo_ev=0.2
H -0.87336 8.11433 0.01167 -0.030 -0.036 -0.016
C -5.81048 0.42528 -2.33580 -0.057 0.067 0.504
O 2.45096 1.74742 6.25170 0.027 0.160 -0.078
H 3.31187 -4.24970 -8.94093 -0.009 -0.024 0.021
P -2.87641 -0.98278 2.49429 1.063 2.425 0.334
H -5.88160 -1.54812 1.34244 0.136 -0.497 0.377
H -5.64395 5.71659 -2.36881 0.060 0.098 -0.021
H -1.62375 -3.03973 3.24506 -0.151 0.483 -0.237
C 5.03585 -5.16715 -3.23284 -0.030 -0.241 -0.251
H -6.30493 1.40865 -2.27762 0.168 -0.341 -0.141
H 4.50244 -1.74086 3.42650 0.011 0.022 -0.013
C 2.66691 3.40189 4.57178 -0.164 0.030 -0.166
H 4.50369 -3.75703 7.68004 -0.003 0.001 -0.040
H 2.39159 1.25709 4.24098 -0.027 -0.044 0.077
C -2.46180 3.71532 2.11015 -0.147 -0.122 -0.770
C 4.17061 -4.69804 5.73282 -0.084 0.135 -0.193
Si -3.91424 0.55305 -2.18192 -0.321 -0.286 -1.140
S 3.28462 2.69549 -1.30080 0.261 1.061 1.714
O 2.79140 -2.44549 1.27466 0.165 0.054 0.073
H 5.44849 -6.92663 -2.00429 -0.065 -0.008 0.073
H -5.61919 3.80740 -0.99465 0.266 -0.524 0.185
C 3.51666 -3.62154 1.66361 -0.200 -0.178 0.139
O -7.18876 4.81746 2.11921 0.891 -0.796 -0.930
H -1.57720 7.78541 -1.57620 0.017 -0.032 0.003
H 2.63259 -4.13699 -1.21565 0.023 -0.068 0.061
H -7.94823 3.46435 -3.83081 0.078 -0.043 0.055
C 4.95271 -3.19081 1.89773 0.214 -0.018 -0.179
H 0.19076 -0.68682 -0.54292 -0.315 -0.329 0.128
H 5.66488 -1.13604 2.23803 -0.035 0.013 -0.027
H 4.49922 -3.24930 -2.41296 -0.053 0.010 -0.011
H -6.71570 -1.24019 2.84917 0.331 -0.373 -0.039
C -1.55344 2.44221 -0.43955 0.313 0.487 0.335
C -3.32454 0.67498 -0.33549 -1.404 -0.168 0.178
C -2.11968 -2.17536 3.70255 -1.004 -0.911 0.747
H 2.13923 -5.90567 -7.61997 -0.042 0.080 -0.019
H -5.59093 -2.64340 2.77779 0.027 0.302 -0.169
C 2.92763 -5.35711 -7.09355 -0.158 -0.176 0.007
C 4.01140 -4.09358 -2.90893 0.096 0.245 0.106
O -3.68017 -3.76369 1.29054 0.648 0.585 -0.295
C -2.97155 2.34347 1.63992 -0.039 0.552 1.082
H -0.15214 2.81195 1.22410 -0.257 -0.226 -0.150
C 5.18338 -5.87381 -1.89599 0.101 0.054 0.259
C 4.77683 -1.75421 2.36744 -0.042 0.042 0.209
O 5.10781 -5.21476 4.78010 0.070 0.101 0.220
O 3.74011 -6.30953 -6.39683 0.073 0.136 -0.202
H 6.41316 -3.18426 6.27248 0.023 -0.024 0.010
C 3.10186 -4.81619 -1.93019 -0.194 -0.200 0.031
C -4.64726 -0.59786 2.85141 -1.042 -1.476 0.328
H 5.50758 -3.20737 0.95471 -0.027 -0.013 0.004
C 4.92337 -4.53483 7.04296 -0.043 -0.173 0.156
H 7.10680 -4.45035 7.29353 -0.011 -0.019 -0.023
H -8.07628 5.85445 -3.78785 -0.009 -0.017 -0.033
H -1.97341 -4.25354 -0.64030 0.140 0.142 -0.358
C 3.60377 -1.28928 1.51891 -0.023 0.031 -0.267
H 2.56674 7.34176 -1.45824 -0.006 -0.106 0.042
H 3.98467 1.70419 4.88434 0.004 0.002 -0.098
H 3.86695 4.20612 6.16920 -0.029 0.016 0.015
H -2.21715 -1.20502 -2.81535 -0.377 -0.297 -0.089
H -0.50983 5.61682 -1.69161 -0.084 0.035 -0.021
H -4.59489 -4.06775 1.27604 0.101 0.070 0.052
H -7.91223 5.61026 -5.53124 0.021 -0.027 0.010
H 1.61625 1.16474 0.34577 -0.173 0.175 -0.356
C -5.75750 -1.61613 2.43860 -0.414 1.222 -0.244
H 5.97970 -4.77454 -3.61219 0.001 0.004 0.053
H 5.76149 -5.93812 -6.43274 0.066 -0.026 -0.052
H -1.05698 -3.08260 0.96932 0.000 0.418 0.312
Cl 3.00828 1.16507 -2.67925 -0.001 0.572 0.114
C 0.57588 8.23910 -1.57813 0.010 -0.016 -0.235
O -2.21620 -0.21893 -0.12820 -0.662 0.523 0.236
H 0.67374 1.17111 -1.20202 0.298 0.034 0.375
H 3.06341 -4.01038 2.58221 0.086 -0.060 0.021
C -7.42462 5.45514 -4.56956 -0.167 0.077 0.154
H -0.81061 5.72759 0.05438 0.061 -0.015 0.016
O 1.11620 6.17078 -0.55710 -0.127 0.193 -0.083
H -3.95753 2.23208 2.12866 0.302 0.020 -0.315
H -3.78220 2.94370 -3.05078 0.401 -0.334 0.083
H -0.58308 1.10530 1.06923 -0.234 0.347 -0.338
O -3.81641 3.13468 -0.53357 -0.776 -0.774 0.300
C -3.27100 -1.01571 -3.05895 -0.177 0.693 0.054
I -1.91541 3.87046 4.23280 -0.145 -0.303 -0.089
H -3.35826 -0.78662 -4.13798 0.122 -0.071 0.381
H 0.99825 3.51233 -1.54784 0.573 0.116 0.125
H -3.18795 -4.16038 -1.73627 -0.057 0.225 0.047
H -3.74972 1.73562 -4.31323 0.113 -0.041 0.422
C -3.34912 1.96635 -3.30423 -0.128 0.038 -0.533
H 3.80582 -3.73372 5.36134 -0.061 0.008 0.070
H -1.37239 -1.62183 4.28782 -0.116 -0.078 -0.505
H 3.35578 3.78596 3.81980 0.007 -0.031 0.019
H 3.00558 -0.51953 2.01122 -0.072 -0.033 -0.035
H 2.31612 -5.37190 -2.45346 -0.031 0.079 -0.037
H -1.47602 3.53335 -0.58834 -0.193 -0.407 -0.005
H 1.61827 3.78827 0.11281 0.682 -0.047 -0.402
H 1.93551 7.94142 0.08807 0.029 0.062 -0.041
H 3.32355 -5.38057 5.81588 0.032 -0.025 -0.090
H 0.83859 -2.30156 -0.29781 -0.350 0.219 0.060
H 2.31428 5.03538 6.00233 -0.020 -0.033 -0.001
H -0.42775 -1.53750 1.68052 -0.253 -0.433 -0.142
O -5.98511 3.97279 -3.40889 -0.110 0.262 0.011
H 7.10593 -4.71455 4.56792 -0.065 -0.030 -0.060
C 0.93588 1.74278 -0.29940 -0.674 0.782 0.244
C -2.41990 -1.32647 0.71655 1.643 -2.988 0.406
C 3.84099 -4.63411 -8.06956 0.072 0.221 0.085
C -0.29970 6.19706 -0.78355 0.039 -0.211 -0.096
H -4.17638 0.26511 0.24554 0.295 0.365 -0.159
H 3.48066 -3.71485 -3.78245 -0.018 -0.035 0.017
H 1.64798 3.53168 4.20005 -0.018 -0.001 -0.026
O 3.91937 -5.76611 -1.22838 0.048 0.223 -0.257
C -5.41018 5.28662 -3.34979 -0.004 -0.017 0.188
H -1.38001 1.99417 -1.42898 -0.392 -0.079 0.338
H -6.83335 3.46642 -5.21134 -0.068 0.001 -0.017
H 2.63115 3.04183 7.85609 -0.006 -0.093 -0.011
C 4.86216 -5.71186 -8.39699 -0.036 -0.150 -0.179
C -5.08406 3.41629 -0.11502 -0.474 1.725 -0.542
H 5.80724 -5.32272 -8.77438 -0.008 -0.006 0.035
O 3.96553 2.09950 -0.18725 -0.265 -0.429 -0.289
H -6.06946 7.16105 -4.26384 0.001 -0.028 0.027
H -2.33309 1.61031 2.16210 -0.336 -0.007 -0.485
H 0.67005 9.31695 -1.44978 0.014 -0.025 0.022
H 6.76293 -6.12978 5.58305 0.088 0.032 0.013
H 4.45303 -6.39740 -9.14372 0.034 0.007 0.011
O 3.91941 3.83268 -1.88804 -0.456 -0.327 -0.799
H 4.91323 -5.47502 7.60069 -0.023 0.025 -0.003
H 3.42806 -4.37987 0.88501 -0.032 0.027 0.006
H 1.11548 3.14968 6.93819 0.009 0.080 0.039
C -3.00127 2.14966 0.10948 2.250 -0.388 0.415
C 5.00476 -6.42165 -7.06066 0.084 0.027 0.217
P -3.51040 -2.69014 -0.00263 -1.739 0.194 -1.251
C -7.11368 3.99326 -4.29319 0.053 -0.185 -0.140
H 5.26582 -7.47532 -7.16914 -0.061 -0.005 0.074
H -6.22775 -0.19585 -1.52040 0.181 0.194 -0.327
H 2.46010 -4.68222 -6.37470 0.017 -0.073 0.061
H 0.60357 8.01881 -2.64872 0.023 0.026 0.019
H -2.25485 2.01662 -3.43490 -0.370 0.128 0.188
H 3.94201 -0.90103 0.55194 0.027 0.107 0.062
C 6.42991 -5.11923 5.32326 -0.006 -0.231 -0.046
H 4.62772 -5.85520 -3.97776 0.017 0.035 -0.006
O -2.30743 4.68246 1.45249 0.037 -0.099 0.134
C 1.66403 7.46054 -0.85766 0.152 0.009 0.192
N -2.58347 -3.60315 -1.14142 0.217 -0.024 1.264
C -0.38921 2.02103 0.48853 0.891 -0.249 -0.027
H 5.47414 -3.82679 2.61188 -0.100 -0.023 0.016
N -5.15450 4.54271 0.89107 -1.053 -1.948 -0.335
H -4.18035 -2.75947 4.37982 0.264 0.116 0.306
H -3.03572 -2.24505 5.71167 -0.424 -0.048 -0.337
H 5.93919 -5.38683 -1.26926 0.063 -0.033 -0.042
H -4.32535 5.21419 -3.44683 -0.016 -0.094 0.043
H -0.57380 -2.09854 -1.34297 0.013 0.255 0.313
H 4.33308 -3.79463 -7.57109 -0.031 -0.002 -0.018
H -4.72668 -0.47323 3.94920 0.415 0.008 -0.394
C -6.25001 4.55651 1.46894 0.090 1.971 1.245
H -2.86689 -3.81462 4.92231 -0.229 0.367 0.040
C 2.80883 4.06692 5.93185 0.200 0.066 0.082
C 2.20044 3.02177 6.85369 -0.199 -0.082 0.014
C 2.91540 1.94126 4.91094 0.175 -0.098 0.075
H -5.49772 5.93531 -5.40217 0.013 0.022 0.033
C 6.33281 -4.23686 6.55701 0.074 0.233 -0.050
H -3.93515 -1.86708 -2.86360 0.469 0.076 0.106
C 1.60019 3.08673 -0.73122 -0.861 -1.621 -0.515
C -6.04682 6.09162 -4.47009 0.125 0.009 -0.197
H -6.08755 -0.06330 -3.28392 0.215 0.231 0.207
C -0.97380 -1.99325 0.83244 0.198 1.005 -0.460
H -4.95589 0.37605 2.44060 0.557 -0.305 -0.008
C -3.14959 -2.76266 4.74942 0.836 -0.273 -0.383
C -0.68657 7.65471 -0.96225 -0.073 0.114 0.172
Cl -6.14045 2.04882 0.48024 0.349 -0.098 -0.075
C -0.10232 -1.73459 -0.41980 0.426 -0.584 -0.079

Entry 2:
16
Properties=species:S:1:pos:R:3:forces:R:3 method="wB97M-V/def2-TZVPD" gap_ev=9.75 e_above_lowest_kcal_mol=105.94 homo_ev=-9.1 e_lumo_ev=0.6
H -1.83604 -0.19052 0.25716 0.379 2.850 2.839
N 0.69212 0.00543 0.34133 -2.359 -0.247 -1.825
H 2.53539 -2.05722 0.43010 -3.217 0.334 -0.959
C 0.24481 -1.34701 -0.14920 0.379 2.536 2.868
C 1.48281 -2.22877 -0.16518 2.437 0.953 -2.120
H -1.25093 -2.72468 -0.38278 1.056 3.635 0.084
H 1.66127 0.26664 0.29519 0.717 -1.358 -0.336
H 1.82819 -2.08246 -1.28079 -0.487 -0.707 1.883
H -1.24308 2.87237 0.46964 0.868 -4.771 -0.906
H 1.20599 -3.23211 -0.00341 -0.234 -1.329 -0.041
N -1.03585 1.72038 0.23397 0.472 1.570 1.840
N -1.03366 -1.60321 -0.27703 2.174 -3.308 -0.547
C 0.20253 1.32867 -0.23514 -0.485 -1.394 1.148
N -1.67074 0.68139 1.04309 -0.890 -2.414 -1.392
H -1.07247 0.13678 1.80555 -0.746 2.349 -2.173
O 0.99096 1.85824 -0.96038 -0.065 1.301 -0.363

Entry 3:
9
Properties=species:S:1:pos:R:3:forces:R:3 method="wB97M-V/def2-TZVPD" gap_ev=6.44 e_above_lowest_kcal_mol=11.06 homo_ev=-2.5 charge=-1 e_lumo_ev=3.9
S 0.27417 -1.12370 -1.64980 0.187 -0.249 -0.251
H -0.39412 1.18360 -0.52476 -0.033 0.223 -0.035
H -0.29160 1.72563 2.37988 0.063 0.006 0.066
C 0.32774 1.38823 0.26937 -0.256 -0.423 0.214
H 0.64194 2.43090 0.29174 0.030 -0.033 -0.038
H 1.13027 0.69238 0.00177 0.112 0.163 0.046
C -0.27567 0.95581 1.57266 -0.123 -0.026 -0.072
O -0.75427 -0.12850 1.79364 0.094 0.296 0.098
H 0.73619 -2.15799 -2.37640 -0.073 0.043 -0.029